Record 1
13
Properties=species:S:1:pos:R:3:forces:R:3 method="wB97M-V/def2-TZVPD" lumo_energy_ev=-0.494 spin_multiplicity=1 smiles="C=C[C@H](O)C(=S)S" total_energy_ev=-27960.1257
C 0.625 0.311 0.462 3.0 -2.5 -0.1
C 0.305 -0.119 -0.932 -1.1 2.3 -2.9
C 0.432 -1.339 -1.317 0.9 -3.3 -2.5
C -0.576 0.880 0.896 -4.5 0.7 2.4
H 0.417 -1.651 1.008 3.2 3.9 1.5
H 1.413 0.997 0.584 1.2 1.3 -0.6
H -0.173 0.498 -1.796 0.8 -0.1 2.4
H 1.035 -2.031 -0.773 0.0 -0.6 0.6
H 0.178 -1.759 -2.344 0.0 1.0 1.4
H -2.221 2.415 0.776 1.9 0.5 -0.2
O 1.159 -0.768 1.256 -4.1 -3.4 -1.8
S -0.811 2.560 0.584 -1.7 0.2 -0.1
S -1.783 0.007 1.597 0.5 0.0 -0.2

=====

Record 2
8
Properties=species:S:1:pos:R:3:forces:R:3 method="wB97M-V/def2-TZVPD" lumo_energy_ev="-4.413 / -5.984" spin_multiplicity=2 charge=+1 s_squared=0.76 total_energy_ev=-6414.5666
C -0.783 0.407 -0.054 -1.4 -3.7 1.5
C 0.323 -0.483 -0.055 2.8 1.4 0.4
O 0.878 -0.878 0.999 -0.5 -0.1 -0.7
O -1.178 0.929 -1.184 -0.6 1.1 -0.6
H 0.825 -0.615 -1.030 -0.2 -0.4 0.1
H -0.887 1.845 -1.294 0.1 0.0 -0.3
Li 2.347 -1.034 2.030 -0.3 -0.1 -0.1
H -1.525 -0.170 0.589 0.0 1.8 -0.3

=====

Record 3
96
Properties=species:S:1:pos:R:3:forces:R:3 method="wB97M-V/def2-TZVPD" lumo_energy_ev=-0.882 spin_multiplicity=1 smiles="CP(C)c1ccc2c(c1)C(=O)N(C[C@H](O)CN)C2=O.CCCCCC.CCCCCC.CCCCCC" total_energy_ev=-51509.6667
C -4.276 -0.654 -4.825 1.4 0.2 1.6
P -3.153 -1.912 -5.745 -0.2 -0.5 -0.5
C -3.117 -3.406 -4.533 0.3 1.0 1.1
C -1.371 -1.237 -5.686 3.0 1.8 1.4
C -0.191 -1.865 -6.513 1.0 2.2 1.8
C 1.285 -1.331 -6.427 -3.2 2.1 2.4
C 1.515 -0.133 -5.484 -2.9 -1.1 -0.7
C 0.343 0.505 -4.677 -0.5 -1.7 -1.9
C -1.111 -0.002 -4.738 3.8 -1.6 -2.4
C 1.051 1.666 -3.844 -1.0 0.6 0.6
O 0.653 2.766 -3.423 1.2 -4.2 -1.5
N 2.436 1.136 -3.693 0.4 1.0 -0.9
C 2.632 0.032 -2.708 0.5 -0.5 1.9
C 1.489 -0.095 -1.599 -0.6 -0.8 0.9
O 1.346 1.091 -0.759 -0.7 -0.6 -1.4
C 1.726 -1.337 -0.573 -1.1 -0.5 -1.0
N 0.476 -1.381 0.282 0.9 -0.1 -0.6
C 2.822 0.683 -5.068 0.5 -0.2 -0.9
O 3.874 0.952 -5.671 -3.9 -1.3 2.3
H -4.237 0.379 -5.305 -0.3 -1.5 0.4
H -5.331 -1.048 -4.658 1.4 0.5 -0.6
H -3.800 -0.551 -3.772 -1.0 0.0 -1.4
H -3.996 -4.113 -4.688 1.3 0.9 0.0
H -3.197 -2.959 -3.467 0.2 -0.9 -1.5
H -2.093 -3.893 -4.641 -1.5 0.4 0.1
H -0.362 -2.772 -7.198 0.0 1.6 1.3
H 2.159 -1.787 -6.991 -1.5 0.6 0.8
H -1.916 0.486 -4.103 1.2 -0.8 -1.1
H 3.619 0.253 -2.145 -1.5 -0.4 -0.9
H 2.745 -1.012 -3.185 -0.3 1.6 0.4
H 0.443 -0.298 -2.054 1.8 0.2 0.3
H 0.386 1.321 -0.798 1.4 -0.1 0.3
H 1.723 -2.346 -1.145 0.7 1.7 0.5
H 2.674 -1.219 0.051 -1.4 0.0 -0.8
H -0.310 -1.678 -0.326 0.7 0.0 0.8
H 0.591 -2.038 1.064 -0.2 0.3 -0.7
C -2.645 -0.129 6.422 0.1 0.1 0.1
C -2.694 1.004 5.406 -0.2 0.0 0.0
C -3.512 0.660 4.159 0.1 0.1 -0.1
C -2.972 -0.510 3.330 0.0 -0.1 0.1
C -1.535 -0.348 2.832 -0.2 0.0 -0.1
C -1.356 0.835 1.891 0.3 0.2 0.1
H -2.161 -1.019 6.013 0.0 0.0 0.0
H -2.077 0.180 7.304 -0.1 -0.1 0.0
H -3.653 -0.403 6.748 0.1 0.0 0.0
H -1.677 1.294 5.129 0.0 0.0 0.0
H -3.143 1.881 5.884 0.1 0.0 -0.1
H -3.581 1.553 3.529 0.0 -0.1 0.0
H -4.539 0.427 4.461 0.0 0.0 0.0
H -3.634 -0.654 2.468 0.1 0.0 0.0
H -3.042 -1.433 3.915 0.0 0.0 0.0
H -1.250 -1.261 2.300 0.0 0.1 0.1
H -0.844 -0.255 3.676 0.0 0.0 0.0
H -2.005 0.738 1.015 0.0 0.0 0.0
H -0.322 0.883 1.541 -0.1 0.0 0.0
H -1.581 1.783 2.386 -0.1 0.0 0.0
C -0.109 4.741 -0.081 0.0 -0.1 -0.1
C 0.924 5.369 -1.007 0.2 0.0 0.1
C 1.579 6.620 -0.418 0.0 0.0 -0.1
C 0.623 7.786 -0.144 0.0 -0.1 0.1
C -0.165 8.282 -1.357 0.1 0.1 0.1
C 0.722 8.834 -2.464 -0.1 0.0 -0.1
H -0.942 5.420 0.116 0.0 0.0 0.0
H -0.521 3.835 -0.535 0.0 0.0 0.1
H 0.344 4.463 0.876 -0.1 0.0 0.0
H 0.464 5.594 -1.972 0.0 0.0 0.0
H 1.707 4.629 -1.206 -0.1 0.1 -0.1
H 2.373 6.951 -1.095 0.0 0.0 0.0
H 2.077 6.353 0.520 0.0 0.0 0.0
H 1.206 8.619 0.266 0.0 0.0 0.0
H -0.082 7.502 0.644 0.0 0.0 0.0
H -0.844 9.076 -1.027 0.0 -0.1 0.0
H -0.798 7.483 -1.756 0.0 0.0 0.0
H 1.331 9.665 -2.098 0.0 -0.1 0.0
H 0.108 9.204 -3.290 0.1 0.0 0.0
H 1.389 8.068 -2.867 0.0 0.1 0.0
C 0.004 -4.667 2.453 -0.1 0.1 0.1
C 1.421 -4.365 2.922 0.0 0.0 -0.2
C 2.455 -5.363 2.396 0.1 0.0 0.1
C 2.252 -6.811 2.853 -0.1 0.0 -0.1
C 2.232 -7.019 4.368 0.1 -0.1 -0.1
C 3.543 -6.639 5.044 -0.1 0.0 0.2
H -0.343 -5.638 2.812 0.0 0.0 -0.1
H -0.687 -3.908 2.829 0.0 -0.1 -0.1
H -0.052 -4.663 1.359 0.0 -0.1 0.1
H 1.446 -4.327 4.014 0.0 0.0 0.0
H 1.698 -3.364 2.574 0.1 0.0 0.1
H 3.453 -5.023 2.693 0.0 0.0 0.0
H 2.446 -5.341 1.301 0.0 0.0 0.0
H 3.052 -7.423 2.421 0.0 0.0 0.0
H 1.320 -7.199 2.430 0.0 0.0 0.0
H 2.033 -8.078 4.568 -0.1 0.1 0.0
H 1.408 -6.460 4.822 0.0 0.0 0.0
H 4.374 -7.221 4.637 0.0 0.1 0.0
H 3.485 -6.839 6.117 0.1 0.0 -0.1
H 3.769 -5.577 4.918 0.0 -0.1 0.0

=====

Record 4
7
Properties=species:S:1:pos:R:3:forces:R:3 method="wB97M-V/def2-TZVPD" lumo_energy_ev=0.538 spin_multiplicity=1 smiles=ClC#CCl.C#N total_energy_ev=-29657.7330
C -2.197 -0.667 0.564 -0.5 0.2 0.1
C 2.134 0.835 -0.229 -0.9 -1.1 1.0
C 1.218 0.175 -0.722 1.1 1.0 0.1
N -1.280 0.001 0.546 0.3 0.9 1.4
Cl 3.249 1.453 0.982 -1.7 -0.8 -2.1
Cl -0.045 -0.607 -1.550 2.6 0.6 -0.6
H -3.079 -1.191 0.409 -0.9 -0.8 0.1

=====

Record 5
10
Properties=species:S:1:pos:R:3:forces:R:3 method="wB97M-V/def2-TZVPD" lumo_energy_ev="0.147 / -1.076" spin_multiplicity=3 s_squared=2.01 total_energy_ev=-83360.7332
C -1.670 0.571 -0.549 0.2 0.6 -0.5
C -0.739 0.580 0.550 0.6 0.2 -0.5
C 1.775 -0.977 0.056 1.1 0.1 0.0
O -1.810 -0.218 0.641 -0.8 -0.9 0.8
Br 2.200 -0.272 -1.629 -0.2 -0.1 0.3
I 2.868 -0.281 1.696 -0.5 -0.2 -0.4
H -2.407 1.356 -0.659 -0.1 0.0 0.0
H -1.429 0.015 -1.445 0.0 -0.1 -0.1
H -0.394 1.268 1.292 -0.1 0.4 0.4
H 1.605 -2.041 0.048 -0.2 -0.1 0.0